Arrangement one

The following is a quantum chemistry calculation of 2 unconnected molecules or ions with the total composition C6H14N2O, from OMol25.

Kohn-Sham gap (spin up / spin down): 9.0 / 7.7 eV
HOMO (spin up / spin down): -8.61 / -7.47 eV

```
23
C6H14N2O | OMol25 | ωB97M-V with the def2-TZVPD basis set
C 0.9902 -0.1392 1.5211
C 1.9774 0.9712 -0.5125
C 1.4145 -0.3220 0.0552
O 0.3470 -1.3028 2.0482
N 2.2225 -1.4361 -0.2767
H 1.0236 -1.9446 2.2893
H 1.9516 -2.2240 0.3201
H 1.8718 0.1297 2.1126
H 0.2584 0.6658 1.5943
H 1.2834 1.8036 -0.3870
H 2.9085 1.2073 0.0034
H 2.2044 0.8366 -1.5701
C -2.7373 -0.4109 -0.2261
C -1.6561 0.4269 -0.7905
N 0.2781 -0.8020 -0.7535
C -1.5937 1.7132 -1.0553
H -0.2315 -1.5665 -0.3295
H -0.2767 -0.2642 -1.4723
H -2.9710 -1.2584 -0.8767
H -3.6582 0.1720 -0.0891
H -2.4436 -0.8161 0.7466
H -2.4592 2.3636 -0.9050
H -0.7040 2.1969 -1.4465
```

---

Arrangement two

The following is a quantum chemistry calculation of 3 unconnected molecules or ions with the total composition C6H14N2O, from OMol25.

Kohn-Sham gap (spin up / spin down): 6.3 / 6.3 eV
HOMO (spin up / spin down): -7.93 / -7.90 eV

```
23
C6H14N2O | OMol25 | ωB97M-V with the def2-TZVPD basis set
C 0.9298 -1.4684 -0.3046
C 2.2132 0.7636 1.6655
C 0.4839 -1.7610 -1.6539
O 1.5273 1.0142 0.4947
H 1.6234 -0.6459 -0.1309
H 0.5590 -2.0307 0.5406
H 1.6384 0.9965 2.5832
H 3.1488 1.3475 1.7178
H 2.5343 -0.3002 1.7608
H -0.1661 -0.9152 -1.9675
H -0.1013 -2.6756 -1.7457
H 1.3242 -1.7438 -2.3571
C -1.4923 0.3029 0.1446
N -1.0429 1.2290 1.0571
C -1.4268 1.8795 -1.5547
C -1.9464 -0.9425 0.4344
N -1.4148 0.6552 -1.2238
H -0.0189 1.4201 0.8584
H -1.1516 0.9096 2.0111
H -1.5454 2.6895 -0.8324
H -1.3166 2.1334 -2.6059
H -2.3393 -1.5730 -0.3495
H -2.0197 -1.2847 1.4577
```

---

Going by the energies, arrangement one is most stable and the next is 0.232 eV up.

---

Arrangement one

The following is a quantum chemistry calculation of 2 unconnected molecules or ions with the total composition C6H14N2O, from OMol25.

SMILES: C[C@H](O)[C@@H](C)N.C=C=N
Kohn-Sham gap: 9.8 eV
HOMO: -9.04 eV

```
23
C6H14N2O | OMol25 | ωB97M-V with the def2-TZVPD basis set
C -0.7228 1.9034 -0.3598
C -0.0825 0.5551 -0.0504
O -0.0456 0.2851 1.3228
C 1.3400 0.3740 -0.6334
C 2.3067 1.4165 -0.0758
N 1.8725 -0.9524 -0.3557
H -0.6735 2.1125 -1.4264
H -0.2028 2.6998 0.1707
H -1.7691 1.9065 -0.0541
H -0.7309 -0.2535 -0.5039
H -1.0100 0.2646 1.6437
H 1.2739 0.4809 -1.7223
H 3.3190 1.1615 -0.3778
H 2.0643 2.4124 -0.4376
H 2.2596 1.4176 1.0115
H 1.9089 -1.0770 0.6521
H 1.2355 -1.6608 -0.7078
C -2.0851 -1.7931 1.2389
C -1.9472 -2.0231 -0.0485
N -1.9774 -2.2122 -1.2509
H -1.2543 -2.0063 1.8953
H -3.0581 -1.8612 1.6954
H -2.0211 -3.1504 -1.6259
```

---

Arrangement two

The following is a quantum chemistry calculation of 2 unconnected molecules or ions with the total composition C6H14N2O, from OMol25.

SMILES: C=C(NC)NC.CC=O
Kohn-Sham gap: 8.6 eV
HOMO: -7.72 eV

```
23
C6H14N2O | OMol25 | ωB97M-V with the def2-TZVPD basis set
C 1.7864 0.7774 -0.7532
C 0.8810 -0.1740 -0.5071
N -0.2149 -0.4602 -1.3163
C -0.4749 0.3104 -2.5088
N 0.7688 -0.8650 0.7186
C 1.6574 -0.5257 1.8056
H 1.7553 1.3568 -1.6566
H 2.5540 1.0327 -0.0445
H -0.8881 -1.2114 -1.0210
H 0.3742 0.2436 -3.1916
H -0.6363 1.3680 -2.2981
H -1.3699 -0.0959 -2.9897
H 0.5550 -1.8495 0.6003
H 1.5195 0.5186 2.0850
H 2.7110 -0.6652 1.5429
H 1.4284 -1.1611 2.6587
C -1.8810 0.8343 0.9029
C -1.4229 -0.5989 0.9762
O -1.8867 -1.5535 0.3100
H -1.2369 1.4881 1.4879
H -2.8961 0.8830 1.2967
H -1.9105 1.1855 -0.1256
H -1.1728 -0.8380 2.0280
```

---

Going by the energies, arrangement one is most stable and the next is 0.222 eV up.